This record from OMol25 describes C8H15NOS in the gas phase. The level of theory is wB97M-V/def2-TZVPD.

Last column: natural (NBO) charge in e.
CARTESIAN COORDINATES (ANGSTROEM)
H (-0.557, 3.118, -0.456)  0.231
O (2.094, -0.418, -2.053)  -0.678
N (1.280, -0.381, 0.401)  -0.636
H (-0.063, 3.021, -2.260)  0.219
H (1.413, -2.472, 0.232)  0.222
C (0.539, 1.325, -1.167)  -0.093
H (-1.867, -2.811, 0.592)  0.206
C (-0.428, 1.275, 1.207)  -0.652
H (-1.452, 1.090, 1.258)  0.214
H (0.158, 0.873, 1.976)  0.228
C (0.612, -1.711, 0.285)  -0.235
H (1.871, 1.586, -2.793)  0.198
H (-2.090, -1.037, 1.225)  0.201
H (0.131, -1.157, 2.288)  0.211
C (1.234, 0.774, -2.283)  -0.102
H (-0.372, 2.373, 1.182)  0.215
H (-1.443, 2.165, -1.504)  0.220
C (0.367, 0.702, 0.010)  0.174
S (2.648, -0.242, -0.448)  0.692
H (0.110, -2.962, 1.945)  0.202
H (0.295, 0.475, -2.951)  0.211
C (-0.357, 2.474, -1.340)  -0.637
H (-0.140, -1.712, -0.519)  0.195
C (-0.160, -1.945, 1.567)  -0.406
C (-1.718, -2.037, 1.359)  -0.606
H (-2.102, -2.368, 2.246)  0.205

Cartesian forces (eV/Å) of the 3 atoms listed first:
H 1.09 -0.10 -0.74
O -1.37 1.93 0.69
N -1.66 0.12 -1.28

Properties
Energy above the lowest of the compared OMol25 structures with the same formula, charge and spin, kJ/mol: 349.7
HOMO level, eV: -8.2
M, g/mol: 173.281
SMILES string: CCCN1SOCC(C)=C1C
LUMO level, eV: 0.8
Gap between HOMO and LUMO, eV: 8.95